[1]
# C11H46N14O14

A 12-piece molecular cluster, C11H46N14O14 overall in a non-equilibrium geometry (ωB97M-V with the def2-TZVPD basis set, the OMol25 dataset).

Cartesian coordinates (Å):
C1 -0.848 0.908 -4.548
O1 -1.479 1.648 -5.298
N1 -1.248 -0.120 -3.940
N2 0.372 1.245 -4.179
H1 -2.136 -0.551 -4.153
H2 -0.846 -0.389 -3.053
H3 0.714 0.389 -3.766
H4 0.898 2.095 -4.323
C2 1.017 -3.256 2.977
O2 1.226 -4.329 3.505
N3 0.027 -2.446 3.224
N4 1.821 -2.695 2.159
H5 -0.679 -2.676 3.908
H6 -0.118 -1.645 2.625
H7 2.601 -3.295 1.934
H8 1.799 -1.697 2.001
C3 3.497 -2.153 -3.205
O3 3.417 -3.154 -2.717
N5 4.548 -1.690 -3.665
N6 2.589 -1.162 -3.200
H9 4.457 -1.045 -4.437
H10 5.296 -2.365 -3.589
H11 3.121 -0.321 -3.376
H12 1.837 -1.060 -2.533
C4 1.039 -0.062 4.961
O4 0.106 0.225 5.727
N7 1.243 0.530 3.845
N8 2.042 -0.823 5.308
H13 0.445 1.106 3.621
H14 2.164 0.404 3.451
H15 2.274 -0.917 6.286
H16 2.733 -1.198 4.673
C5 -3.023 2.443 -1.501
O5 -3.363 1.345 -1.861
N9 -2.969 2.786 -0.274
N10 -2.596 3.427 -2.291
H17 -3.579 2.340 0.396
H18 -2.702 3.751 -0.139
H19 -2.474 4.351 -1.901
H20 -2.708 3.319 -3.289
C6 -4.542 -3.055 -1.840
O6 -4.368 -3.649 -0.831
N11 -4.070 -1.900 -2.191
N12 -5.275 -3.501 -2.767
H21 -3.799 -1.253 -1.464
H22 -4.293 -1.447 -3.066
H23 -5.537 -2.952 -3.574
H24 -5.894 -4.223 -2.429
C7 3.915 0.313 0.986
O7 3.596 -0.261 1.944
N13 3.276 0.395 -0.176
N14 4.913 1.080 1.060
H25 3.753 0.854 -0.938
H26 2.354 0.005 -0.312
H27 5.285 1.296 0.146
H28 5.324 1.209 1.974
O8 -2.661 -3.157 1.252
H29 -2.089 -2.402 1.116
H30 -3.162 -3.229 0.440
O9 -0.653 -3.002 -0.671
H31 -1.140 -3.712 -0.252
H32 0.105 -3.432 -1.065
O10 -4.057 -0.649 1.303
H33 -4.398 0.167 1.669
H34 -4.308 -1.320 1.937
C8 -0.392 0.340 0.727
C9 -0.213 0.393 -0.756
O11 0.717 -0.638 -1.116
O12 -1.074 -0.829 1.164
H35 -0.939 1.248 0.983
H36 0.582 0.406 1.211
H37 0.087 1.423 -0.951
H38 -1.189 0.100 -1.142
H39 0.340 -1.490 -0.884
H40 -1.793 -0.523 1.721
C10 0.703 5.255 1.939
C11 1.385 4.143 1.122
O13 2.164 3.421 2.023
O14 -0.235 4.740 2.867
H41 0.103 5.856 1.255
H42 1.473 5.864 2.412
H43 2.006 4.385 0.260
H44 0.614 3.571 0.604
H45 2.513 2.675 1.529
H46 0.361 4.225 3.415

DFT total energy in eV: -61680.5337
HOMO in eV: -8.8
SMILES: NC(N)=O.NC(N)=O.NC(N)=O.NC(N)=O.NC(N)=O.NC(N)=O.NC(N)=O.OCCO.OCCO.O.O.O
Lowest unoccupied orbital energy in eV: -0.3031

And the Löwdin charges, in e, turn out to be: -0.799 0.005 0.200 0.170 0.124 0.086 0.062 0.121 -0.815 0.030 0.182 0.176 0.134 0.061 0.127 0.069 -0.916 0.167 0.160 0.159 0.126 0.138 0.086 0.051 -0.801 -0.001 0.177 0.173 0.120 0.082 0.121 0.106 -0.793 0.041 0.179 0.179 0.126 0.112 0.103 0.114 -0.822 0.085 0.192 0.173 0.095 0.109 0.121 0.133 -0.845 0.077 0.203 0.180 0.107 0.066 0.120 0.143 -0.061 -0.028 -0.027 -0.033 0.052 0.060 -0.038 0.036 0.048 -0.228 -0.204 -0.120 -0.093 0.116 0.097 0.127 0.109 0.047 0.080 -0.240 -0.263 -0.056 -0.050 0.116 0.121 0.117 0.097 0.062 0.076


[2]
# C5H10O2

One molecule with the formula C5H10O2 (ωB97M-V with the def2-TZVPD basis set, the OMol25 dataset).

Cartesian coordinates (Å):
C1 -0.952 1.426 1.246
O1 0.315 0.824 1.097
C2 -0.584 -1.706 0.409
C3 -0.541 -1.043 -0.744
C4 0.885 0.962 -0.191
C5 0.712 -0.283 -1.105
O2 1.887 -1.069 -0.937
H1 -1.591 1.298 0.360
H2 -0.857 2.504 1.449
H3 -1.446 0.940 2.093
H4 0.312 -1.783 1.020
H5 -1.479 -2.199 0.773
H6 -1.423 -0.929 -1.376
H7 0.479 1.854 -0.687
H8 1.963 1.096 -0.056
H9 0.655 0.078 -2.144
H10 1.665 -1.970 -1.209

DFT total energy in eV: -9440.3710
HOMO in eV: -9.6
SMILES: C=C[C@H](O)COC
Lowest unoccupied orbital energy in eV: 1.0080

And the Löwdin charges, in e, turn out to be: -0.116 -0.208 0.027 -0.131 -0.164 -0.366 -0.042 0.085 0.089 0.091 0.079 0.064 0.105 0.124 0.130 0.136 0.095


[3]
# C4H4O2

One molecule with the formula C4H4O2 (ωB97M-V with the def2-TZVPD basis set, the OMol25 dataset).

Cartesian coordinates (Å):
O1 0.510 0.708 -2.147
C1 0.269 0.316 -1.044
C2 0.248 0.970 0.366
C3 -0.199 -0.405 0.876
O2 -1.378 -0.704 0.134
C4 -0.115 -1.037 -0.449
H1 -0.468 1.768 0.565
H2 1.264 1.305 0.612
H3 -0.194 -0.863 1.855
H4 0.063 -2.057 -0.768

DFT total energy in eV: -8305.2242
HOMO in eV: -9.7
SMILES: O=C1C[C@H]2O[C@@H]12
Lowest unoccupied orbital energy in eV: 0.9690

And the Löwdin charges, in e, turn out to be: 0.128 -0.316 -0.013 -0.210 0.004 -0.133 0.118 0.126 0.147 0.149


[4]
# C38H44CoN5PS

C38H44CoN5PS as an isolated structure in a non-equilibrium geometry (ωB97M-V with the def2-TZVPD basis set, the OMol25 dataset).

Cartesian coordinates (Å):
Co1 1.160 0.016 0.278
S1 3.187 -0.994 -0.593
C1 3.660 0.659 -0.786
C2 4.961 1.093 -1.046
C3 5.188 2.449 -1.167
C4 4.122 3.336 -1.037
C5 2.870 2.826 -0.766
N1 2.637 1.517 -0.636
H1 5.758 0.369 -1.127
H2 6.185 2.822 -1.362
H3 4.262 4.403 -1.142
H4 2.018 3.485 -0.654
C6 -3.676 -0.185 -0.131
C7 -2.369 -0.669 0.496
C8 -2.114 0.042 1.825
P1 -0.902 -0.535 -0.651
C9 -1.005 -2.006 -1.774
C10 0.012 -1.837 -2.907
C11 -2.377 -2.453 -2.275
C12 -1.140 0.986 -1.605
C13 -1.750 1.125 -2.840
C14 -1.744 2.341 -3.520
C15 -2.430 2.493 -4.845
C16 -1.059 3.414 -2.942
C17 -0.482 3.310 -1.697
C18 -0.556 2.110 -0.967
N2 -0.040 1.916 0.294
C19 0.054 2.919 1.210
C20 -0.824 4.055 1.272
C21 -2.203 4.087 0.658
C22 -0.468 5.130 2.065
C23 0.669 5.129 2.866
C24 1.070 6.331 3.665
C25 1.372 3.928 2.981
C26 1.053 2.820 2.230
C27 1.726 1.526 2.580
H5 -4.474 -0.229 0.613
H6 -3.977 -0.795 -0.980
H7 -3.589 0.849 -0.468
H8 -2.434 -1.744 0.697
H9 -2.088 1.124 1.699
H10 -1.168 -0.275 2.271
H11 -2.917 -0.193 2.525
H12 -0.642 -2.796 -1.109
H13 -0.340 -1.121 -3.650
H14 0.176 -2.792 -3.409
H15 0.975 -1.491 -2.524
H16 -2.865 -1.692 -2.883
H17 -3.035 -2.729 -1.452
H18 -2.249 -3.341 -2.897
H19 -2.233 0.275 -3.304
H20 -2.926 1.571 -5.141
H21 -1.714 2.769 -5.621
H22 -3.180 3.284 -4.799
H23 -0.983 4.347 -3.488
H24 0.036 4.160 -1.273
H25 -2.263 4.766 -0.192
H26 -2.905 4.452 1.409
H27 -2.539 3.107 0.329
H28 -1.127 5.991 2.094
H29 0.673 7.246 3.229
H30 2.155 6.407 3.730
H31 0.690 6.252 4.687
H32 2.182 3.863 3.700
H33 2.742 1.681 2.937
H34 1.781 0.830 1.742
H35 1.155 1.040 3.374
C28 1.615 -3.031 3.581
C29 1.160 -1.919 2.901
N3 1.076 -1.871 1.567
C30 1.368 -2.979 0.891
C31 1.812 -4.154 1.483
C32 1.982 -4.156 2.860
C33 2.199 -5.320 0.662
C34 1.426 -6.141 -0.062
C35 -0.046 -6.213 -0.134
C36 -0.646 -7.184 -0.937
C37 -2.029 -7.253 -0.935
N4 -2.781 -6.435 -0.205
C38 -2.122 -5.551 0.529
N5 -0.809 -5.395 0.602
H36 1.691 -3.013 4.660
H37 0.869 -1.033 3.449
H38 1.272 -2.932 -0.186
H39 2.367 -5.035 3.362
H40 3.266 -5.520 0.671
H41 1.927 -6.913 -0.634
H42 -0.055 -7.861 -1.538
H43 -2.564 -7.988 -1.525
H44 -2.717 -4.877 1.139

Expectation value of S²: 6.057
Multiplicity: 5
DFT total energy in eV: -105317.2195
HOMO (alpha / beta) in eV: -10.0 / -10.0
Charge: +1
Lowest unoccupied orbital energy (alpha / beta) in eV: -2.2246 / -4.4488

And the Löwdin charges, in e, turn out to be: 0.413 0.672 -0.750 -0.084 -0.055 -0.060 -0.124 -0.021 0.107 0.114 0.105 0.092 -0.093 -0.496 -0.104 1.074 -0.523 -0.106 -0.097 -0.263 -0.029 -0.243 -0.034 -0.010 -0.024 -0.307 0.057 -0.194 -0.173 -0.026 0.000 -0.237 -0.033 0.002 -0.171 -0.013 0.087 0.061 0.070 0.105 0.061 0.047 0.089 0.075 0.072 0.087 0.034 0.065 0.067 0.087 0.101 0.080 0.091 0.090 0.127 0.117 0.091 0.094 0.067 0.131 0.084 0.086 0.095 0.131 0.108 -0.005 0.089 -0.028 -0.124 -0.013 -0.167 -0.195 0.011 -0.022 -0.018 -0.264 -0.001 -0.116 0.085 -0.211 0.138 0.114 0.091 0.080 0.129 0.122 0.110 0.113 0.114 0.108


[5]
# C2H3N2OS

An isolated ion of composition C2H3N2OS and charge +1 in a non-equilibrium geometry (ωB97M-V with the def2-TZVPD basis set, the OMol25 dataset).

Cartesian coordinates (Å):
C1 -0.898 -0.053 0.380
C2 -0.058 0.456 1.304
N1 -0.314 -0.283 -0.835
N2 1.030 -0.077 -0.884
O1 1.750 -0.139 -1.832
S1 1.497 0.585 0.590
H1 -1.901 -0.352 0.396
H2 -0.177 0.657 2.299
H3 -0.929 -0.795 -1.418

DFT total energy in eV: -17974.4904
HOMO (alpha / beta) in eV: -14.8 / -14.8
SMILES: O=[n+]1[nH]ccs1
Charge: +1
Lowest unoccupied orbital energy (alpha / beta) in eV: -5.9796 / -5.9786

And the Löwdin charges, in e, turn out to be: -0.108 -0.268 0.114 -0.496 0.099 1.271 0.136 0.067 0.185


[6]
# C5H6O

One molecule with the formula C5H6O (ωB97M-V with the def2-TZVPD basis set, the OMol25 dataset).

Cartesian coordinates (Å):
C1 -1.867 -0.024 -0.377
C2 -0.491 0.233 0.228
C3 0.678 -0.143 -0.655
O1 0.605 -0.429 -1.828
C4 1.933 -0.143 0.108
C5 2.833 -0.133 0.910
H1 -2.654 0.289 0.317
H2 -2.019 -1.081 -0.615
H3 -1.999 0.542 -1.304
H4 -0.298 -0.296 1.174
H5 -0.377 1.304 0.450
H6 3.656 -0.120 1.591

DFT total energy in eV: -7327.5413
HOMO in eV: -10.3
SMILES: C#CC(=O)CC
Lowest unoccupied orbital energy in eV: 0.4330

And the Löwdin charges, in e, turn out to be: -0.097 -0.193 -0.437 0.105 -0.042 0.147 0.072 0.079 0.078 0.121 0.129 0.037